Record 1
ORCA calculation (the ωB97M-V functional and the def2-TZVPD basis) on C5H9N3O in the gas phase.

Positions of all 18 atoms, in Å:
C: -1.712 1.394 0.833
C: -1.078 0.926 -0.451
O: -1.354 1.371 -1.539
N: 0.575 0.552 -0.210
N: 1.713 1.306 -0.415
C: 0.553 -0.749 -0.103
C: 1.717 -1.659 -0.234
C: -0.838 -1.134 -0.212
N: -1.252 -2.255 0.222
H: -1.257 2.351 1.104
H: -1.558 0.701 1.657
H: -2.779 1.531 0.669
H: 1.485 2.092 -1.016
H: 2.091 1.627 0.472
H: 2.645 -1.168 0.055
H: 1.501 -2.550 0.358
H: 1.810 -1.985 -1.273
H: -2.261 -2.350 0.082

The SMILES is CC(=O)N(N)C(C)=C=N. As for the multiplicity: 1. Its relative energy (zero: lowest compared OMol25 entry of this formula, charge and spin) is 4.673 eV. The HOMO energy is -7.4 eV.



Record 2
ORCA calculation (the ωB97M-V functional and the def2-TZVPD basis) on a molecular structure, C3H4S4.

Positions of all 11 atoms, in Å:
C: -2.125 -0.570 0.093
C: 0.449 0.039 -0.367
C: 1.857 -0.191 -0.214
H: -2.895 -1.474 0.112
H: -2.151 0.150 -0.777
H: -1.927 0.125 1.024
H: 1.878 2.078 0.571
S: -0.412 -1.379 0.097
S: -0.325 1.638 -0.420
S: 2.831 1.177 0.223
S: 2.820 -1.594 -0.342

As for the multiplicity: 1. Its relative energy (zero: lowest compared OMol25 entry of this formula, charge and spin) is 1.557 eV. The HOMO energy is -8.8 eV.



Record 3
ORCA calculation (the ωB97M-V functional and the def2-TZVPD basis) on 2 unconnected molecules or ions with the total composition C5H11O2.

Positions of all 18 atoms, in Å:
C: -0.400 0.750 1.934
C: -1.541 -0.231 2.294
C: -1.011 1.827 0.912
O: -1.769 2.641 1.452
O: -0.647 1.706 -0.275
H: -0.098 1.343 2.798
H: 0.459 0.189 1.567
H: -2.398 -0.038 1.651
H: -1.899 -0.042 3.316
H: -1.301 -1.290 2.306
C: 2.023 -1.092 -2.049
C: 0.634 -0.538 -2.410
H: 2.059 -2.132 -2.385
H: 2.892 -0.651 -2.544
H: 2.242 -1.065 -0.985
H: 0.620 0.180 -3.228
H: 0.064 -1.390 -2.800
H: 0.070 -0.168 -1.556

As for the multiplicity: 1. Its relative energy (zero: lowest compared OMol25 entry of this formula, charge and spin) is 0.538 eV. As for the net charge: -1. The HOMO energy is -3.8 eV.



Record 4
ORCA calculation (the ωB97M-V functional and the def2-TZVPD basis) on 2 unconnected molecules or ions with the total composition C4H11NS.

Positions of all 17 atoms, in Å:
C: -0.921 1.968 -0.083
C: -0.968 0.564 0.425
C: -1.222 -0.483 -0.354
C: -1.373 -1.892 0.110
H: -1.858 2.475 0.147
H: -0.780 1.984 -1.162
H: -0.114 2.526 0.386
H: -0.887 0.438 1.495
H: -1.316 -0.334 -1.424
H: -2.306 -2.310 -0.267
H: -1.371 -1.946 1.195
H: -0.560 -2.509 -0.272
N: 3.323 -0.136 0.043
S: 1.585 -0.076 0.006
H: 3.681 0.775 0.313
H: 3.605 -0.804 0.754
H: 1.482 -0.242 -1.313

The SMILES is C/C=C/C.NS. As for the multiplicity: 1. Its relative energy (zero: lowest compared OMol25 entry of this formula, charge and spin) is 1.302 eV. The HOMO energy is -8.7 eV.



Record 5
ORCA calculation (the ωB97M-V functional and the def2-TZVPD basis) on a molecular structure, C21H13ClN4O5Pd.

Positions of all 45 atoms, in Å:
Pd: -0.240 0.171 -0.173
Cl: -1.003 5.938 4.240
C: -0.785 4.793 2.912
C: -0.503 5.271 1.644
C: -0.346 4.338 0.626
C: -0.476 2.956 0.817
O: -0.352 2.180 -0.235
C: -0.740 2.477 2.147
C: -0.813 1.104 2.532
N: -0.757 0.034 1.728
C: -0.878 -1.236 2.162
C: -1.217 -1.641 3.500
C: -1.242 -2.980 3.804
C: -0.948 -3.984 2.867
C: -0.638 -3.635 1.536
C: -0.338 -4.541 0.502
C: -0.034 -4.071 -0.779
C: -0.041 -2.726 -1.043
N: -0.338 -1.825 -0.069
C: -0.616 -2.241 1.187
C: -0.898 3.444 3.164
H: -0.402 6.332 1.458
H: -0.114 4.671 -0.380
H: -0.880 0.916 3.597
H: -1.447 -0.908 4.259
H: -1.489 -3.273 4.820
H: -0.943 -5.029 3.158
H: -0.339 -5.604 0.717
H: 0.193 -4.760 -1.584
H: 0.169 -2.333 -2.027
H: -1.116 3.107 4.170
O: 3.371 0.089 -5.143
C: 2.138 0.231 -5.410
O: 1.615 0.279 -6.527
C: 1.202 0.270 -4.223
C: -0.152 0.432 -4.362
N: -0.680 0.414 -3.129
N: 0.243 0.259 -2.187
C: 1.413 0.165 -2.820
C: 2.685 -0.033 -2.031
O: 3.800 -0.048 -2.721
O: 2.641 -0.161 -0.829
H: 3.672 0.046 -3.780
H: -0.740 0.553 -5.254
H: -1.634 0.559 -2.843

As for the multiplicity: 1. As for the net charge: -2. The HOMO energy is 0.8 eV.



Record 6
ORCA calculation (the ωB97M-V functional and the def2-TZVPD basis) on C3H10N2S2 in the gas phase.

Positions of all 17 atoms, in Å:
N: 2.348 -0.105 0.184
C: 1.208 -0.193 -0.718
C: -0.084 0.076 0.070
N: -0.194 1.346 0.699
C: -1.274 -0.151 -0.863
S: -2.931 -0.228 -0.168
S: -2.674 -1.505 1.477
H: 2.391 -0.893 0.814
H: 3.228 0.021 -0.291
H: 1.132 -1.191 -1.172
H: 1.349 0.486 -1.560
H: -0.054 -0.677 0.840
H: -0.363 2.128 0.088
H: 0.411 1.539 1.477
H: -1.081 -0.924 -1.599
H: -1.322 0.785 -1.445
H: -2.088 -0.514 2.167

The SMILES is NC[C@@H](N)CSS. As for the multiplicity: 1. Its relative energy (zero: lowest compared OMol25 entry of this formula, charge and spin) is 0.200 eV. The HOMO energy is -8.8 eV.



Record 7
ORCA calculation (the ωB97M-V functional and the def2-TZVPD basis) on a molecular structure, C56H147F6N12O17Ti.

Positions of all 239 atoms, in Å:
Ti: -20.023 -1.945 -12.425
O: -22.487 0.849 -11.081
H: -22.278 -0.046 -10.802
H: -22.926 1.302 -10.358
H: -21.708 1.350 -11.332
C: -21.963 -3.433 -10.605
O: -20.713 -3.629 -11.284
O: -22.167 -2.043 -10.742
C: -23.239 -4.382 -11.064
F: -22.853 -5.661 -11.001
F: -24.321 -4.265 -10.310
F: -23.696 -4.122 -12.287
C: -19.868 -4.648 -10.749
C: -18.416 -4.530 -11.164
H: -17.819 -5.279 -10.644
H: -18.422 -4.633 -12.250
H: -18.084 -3.547 -10.828
H: -20.230 -5.666 -10.895
H: -19.762 -4.532 -9.670
H: -21.798 -3.718 -9.566
C: -17.288 0.246 -12.295
O: -16.900 -0.305 -13.547
O: -18.653 -0.156 -12.213
C: -16.327 -0.240 -11.159
F: -16.152 0.709 -10.181
F: -16.643 -1.305 -10.512
F: -15.122 -0.411 -11.782
C: -15.831 0.383 -14.222
C: -15.567 -0.510 -15.516
H: -15.431 -1.592 -15.538
H: -16.379 -0.288 -16.209
H: -14.822 -0.188 -16.243
H: -14.848 0.429 -13.754
H: -16.035 1.395 -14.573
H: -17.272 1.336 -12.275
C: -13.566 -2.551 -9.107
C: -13.113 -4.019 -8.998
C: -12.999 -4.732 -10.412
O: -14.197 -5.387 -10.871
C: -14.653 -6.470 -10.018
N: -11.789 -4.087 -8.401
H: -12.725 -1.953 -9.457
H: -13.826 -2.212 -8.104
H: -14.466 -2.412 -9.707
H: -13.739 -4.553 -8.283
H: -12.245 -5.517 -10.352
H: -12.614 -4.041 -11.162
H: -15.227 -7.236 -10.539
H: -15.300 -6.071 -9.237
H: -13.836 -6.966 -9.495
H: -11.878 -3.986 -7.400
H: -11.211 -4.880 -8.641
C: -15.258 -3.986 -5.679
C: -16.350 -2.923 -5.530
C: -17.169 -2.795 -6.887
O: -18.302 -1.969 -6.643
C: -19.414 -2.485 -7.418
N: -17.174 -3.556 -4.544
H: -15.631 -4.993 -5.869
H: -14.604 -4.059 -4.810
H: -14.569 -3.548 -6.401
H: -15.879 -2.007 -5.173
H: -17.445 -3.748 -7.338
H: -16.559 -2.248 -7.607
H: -20.298 -1.878 -7.224
H: -19.699 -3.520 -7.228
H: -19.121 -2.491 -8.467
H: -18.047 -3.050 -4.589
H: -16.782 -3.552 -3.613
C: -19.185 -7.720 -8.781
C: -18.906 -7.355 -7.332
C: -17.506 -7.789 -6.759
O: -17.257 -9.128 -7.031
C: -17.763 -10.188 -6.185
N: -18.974 -5.941 -7.272
H: -19.060 -8.797 -8.886
H: -18.605 -7.207 -9.548
H: -20.202 -7.490 -9.100
H: -19.699 -7.856 -6.776
H: -17.412 -7.594 -5.691
H: -16.736 -7.174 -7.225
H: -17.426 -10.058 -5.157
H: -17.435 -11.116 -6.653
H: -18.851 -10.258 -6.205
H: -18.285 -5.639 -7.946
H: -18.737 -5.529 -6.382
C: -19.606 -12.568 -11.324
C: -18.790 -11.343 -11.785
C: -19.794 -10.233 -12.145
O: -19.141 -9.161 -12.590
C: -19.741 -8.129 -13.250
N: -17.918 -11.012 -10.681
H: -19.056 -13.196 -10.623
H: -19.947 -13.281 -12.074
H: -20.543 -12.225 -10.883
H: -18.186 -11.488 -12.681
H: -20.270 -9.829 -11.251
H: -20.553 -10.619 -12.825
H: -20.605 -7.786 -12.681
H: -20.165 -8.448 -14.202
H: -19.227 -7.182 -13.419
H: -18.300 -10.778 -9.776
H: -17.586 -10.124 -11.030
C: -30.683 -5.701 -12.792
C: -30.386 -6.179 -11.378
C: -28.920 -6.376 -10.878
O: -28.279 -6.891 -11.990
C: -26.877 -6.637 -11.896
N: -31.039 -5.364 -10.354
H: -30.460 -6.385 -13.610
H: -30.303 -4.728 -13.101
H: -31.757 -5.638 -12.966
H: -30.754 -7.197 -11.250
H: -29.020 -7.081 -10.053
H: -28.392 -5.502 -10.496
H: -26.592 -5.621 -11.623
H: -26.505 -6.888 -12.890
H: -26.396 -7.356 -11.233
H: -30.668 -4.427 -10.423
H: -32.016 -5.380 -10.610
C: -26.561 1.480 -14.366
C: -25.383 0.424 -14.178
C: -25.727 -0.987 -14.847
O: -27.008 -1.572 -14.729
C: -27.267 -2.249 -13.524
N: -24.135 0.795 -14.772
H: -26.249 2.399 -14.862
H: -26.866 1.807 -13.372
H: -27.280 0.991 -15.024
H: -25.198 0.257 -13.117
H: -24.935 -1.690 -14.590
H: -25.542 -0.941 -15.920
H: -28.134 -2.903 -13.619
H: -27.455 -1.587 -12.680
H: -26.419 -2.879 -13.254
H: -24.301 0.887 -15.764
H: -24.244 1.745 -14.449
C: -26.007 1.148 -10.283
C: -25.124 1.949 -9.249
C: -24.658 1.296 -7.981
O: -23.837 0.107 -8.116
C: -24.623 -1.151 -8.245
N: -24.074 2.597 -10.000
H: -25.503 0.253 -10.647
H: -26.157 1.864 -11.091
H: -26.926 0.775 -9.830
H: -25.657 2.792 -8.809
H: -25.510 1.056 -7.346
H: -24.043 2.035 -7.468
H: -25.038 -1.339 -7.254
H: -23.971 -1.950 -8.598
H: -25.416 -1.038 -8.983
H: -23.609 3.257 -9.394
H: -24.574 3.302 -10.522
C: -22.991 -3.828 -15.453
C: -21.686 -3.301 -14.688
C: -20.365 -3.742 -15.467
O: -19.332 -3.550 -14.530
C: -18.138 -3.344 -15.132
N: -21.808 -1.840 -14.565
H: -23.833 -3.864 -14.762
H: -23.004 -4.866 -15.784
H: -23.343 -3.206 -16.277
H: -21.836 -3.773 -13.717
H: -20.208 -3.213 -16.407
H: -20.323 -4.762 -15.852
H: -18.213 -2.417 -15.701
H: -18.009 -4.162 -15.840
H: -17.330 -3.225 -14.410
H: -22.041 -1.382 -15.435
H: -22.594 -1.615 -13.973
C: -28.845 -5.887 -7.144
C: -27.779 -5.035 -6.527
C: -27.277 -3.888 -7.420
O: -28.403 -3.116 -7.861
C: -27.980 -1.867 -8.426
N: -28.123 -4.444 -5.239
H: -29.785 -5.363 -7.316
H: -29.026 -6.787 -6.557
H: -28.466 -6.185 -8.122
H: -27.009 -5.776 -6.315
H: -26.686 -4.194 -8.284
H: -26.556 -3.312 -6.841
H: -27.312 -2.101 -9.254
H: -27.288 -1.402 -7.723
H: -28.807 -1.196 -8.660
H: -27.359 -3.819 -5.028
H: -28.856 -3.772 -5.416
C: -26.957 -9.523 -6.054
C: -26.212 -9.004 -7.280
C: -25.036 -8.084 -6.989
O: -24.557 -7.471 -8.148
C: -23.651 -6.407 -7.959
N: -25.578 -10.096 -8.006
H: -26.294 -10.146 -5.453
H: -27.761 -10.176 -6.393
H: -27.387 -8.757 -5.409
H: -26.999 -8.535 -7.872
H: -24.247 -8.627 -6.469
H: -25.361 -7.319 -6.284
H: -22.855 -6.486 -8.699
H: -23.254 -6.585 -6.959
H: -24.103 -5.422 -8.075
H: -26.294 -10.628 -8.479
H: -25.011 -9.601 -8.680
C: -21.022 4.551 -11.723
C: -20.036 3.406 -11.536
C: -19.697 2.940 -10.073
O: -20.740 2.296 -9.477
C: -20.605 2.058 -8.046
N: -20.426 2.308 -12.436
H: -22.032 4.164 -11.583
H: -20.871 5.031 -12.690
H: -20.894 5.319 -10.960
H: -19.115 3.709 -12.035
H: -19.454 3.814 -9.469
H: -18.813 2.304 -10.021
H: -19.635 1.640 -7.775
H: -21.378 1.426 -7.607
H: -20.436 3.074 -7.688
H: -19.784 1.531 -12.366
H: -20.218 2.644 -13.365
C: -23.389 -11.263 -14.568
C: -24.003 -11.740 -13.275
C: -24.196 -10.566 -12.282
O: -22.964 -10.091 -11.773
C: -22.994 -8.819 -11.161
N: -25.374 -12.332 -13.581
H: -24.048 -10.729 -15.252
H: -22.904 -12.046 -15.152
H: -22.741 -10.451 -14.239
H: -23.345 -12.529 -12.911
H: -24.747 -10.944 -11.422
H: -24.709 -9.768 -12.819
H: -21.984 -8.593 -10.819
H: -23.645 -8.880 -10.289
H: -23.373 -8.007 -11.782
H: -26.176 -12.078 -13.022
H: -25.597 -12.510 -14.550

As for the multiplicity: 4. The HOMO energy (spin up / spin down) is -3.3 / -8.3 eV.



Record 8
ORCA calculation (the ωB97M-V functional and the def2-TZVPD basis) on a molecular structure, C27H25CaClN5O4S.

Positions of all 64 atoms, in Å:
Ca: 0.037 -0.354 0.139
Cl: -5.537 3.452 -2.274
C: -4.416 2.166 -1.953
C: -4.868 0.968 -1.427
C: -3.974 -0.059 -1.167
C: -2.627 0.115 -1.435
O: -1.727 -0.885 -1.185
C: -2.162 1.323 -1.963
C: -0.749 1.628 -2.272
N: 0.237 0.872 -1.981
C: 1.549 1.253 -2.406
C: 1.794 1.888 -3.584
C: 3.114 2.231 -3.965
C: 4.160 1.913 -3.159
C: 3.937 1.217 -1.941
C: 4.999 0.852 -1.083
C: 4.739 0.176 0.066
C: 3.403 -0.150 0.366
N: 2.376 0.162 -0.396
C: 2.637 0.868 -1.562
C: -3.075 2.341 -2.219
H: -5.921 0.837 -1.216
H: -4.323 -0.989 -0.740
H: -0.581 2.585 -2.770
H: 0.971 2.112 -4.251
H: 3.281 2.741 -4.904
H: 5.175 2.167 -3.438
H: 6.015 1.119 -1.353
H: 5.527 -0.113 0.747
H: 3.173 -0.685 1.282
H: -2.721 3.281 -2.627
O: -0.837 -1.454 3.916
S: -0.202 -0.508 3.058
O: 0.948 -1.009 2.251
N: -1.165 0.186 1.972
C: -0.781 1.525 1.827
O: -0.865 2.106 0.752
C: -0.076 2.031 3.058
C: 0.254 3.321 3.414
C: 0.937 3.500 4.615
C: 1.292 2.416 5.417
C: 0.984 1.112 5.044
C: 0.294 0.964 3.860
H: -0.024 4.156 2.786
H: 1.195 4.500 4.938
H: 1.817 2.588 6.348
H: 1.260 0.267 5.660
N: -2.377 -3.239 -0.626
C: -1.472 -4.060 -1.453
C: -0.030 -3.573 -1.250
N: 0.095 -2.932 0.085
C: -0.662 -3.728 1.074
C: -2.148 -3.483 0.823
H: -3.338 -3.454 -0.864
H: -2.165 -1.814 -0.954
H: -1.756 -3.954 -2.498
H: -1.561 -5.117 -1.194
H: 0.240 -2.853 -2.022
H: 0.644 -4.427 -1.338
H: 1.072 -2.949 0.367
H: -0.391 -3.417 2.082
H: -0.413 -4.789 0.981
H: -2.487 -2.605 1.374
H: -2.723 -4.342 1.170

As for the multiplicity: 1. Its relative energy (zero: lowest compared OMol25 entry of this formula, charge and spin) is 0.000 eV. As for the net charge: +1. The HOMO energy is -11.0 eV.



Record 9
ORCA calculation (the ωB97M-V functional and the def2-TZVPD basis) on C11H7NO2 in the gas phase.

Positions of all 21 atoms, in Å:
O: 3.392 -2.020 0.830
C: 2.717 -1.204 0.237
C: 3.308 0.010 -0.435
C: 2.631 1.150 -0.435
C: 1.288 1.124 0.232
O: 0.825 2.044 0.870
C: 0.533 -0.184 0.097
C: -0.953 -0.083 -0.013
C: -1.686 0.118 1.126
C: -3.044 0.234 0.933
C: -3.515 0.140 -0.350
N: -2.819 -0.087 -1.445
C: -1.510 -0.199 -1.259
C: 1.221 -1.318 0.110
H: 4.283 -0.023 -0.907
H: 2.995 2.060 -0.893
H: -1.230 0.209 2.099
H: -3.707 0.412 1.764
H: -4.587 0.265 -0.483
H: -0.879 -0.361 -2.124
H: 0.739 -2.285 0.046

The SMILES is O=C1C=CC(=O)C(c2cccnc2)=C1. As for the multiplicity: 1. Its relative energy (zero: lowest compared OMol25 entry of this formula, charge and spin) is 0.000 eV. The HOMO energy is -9.9 eV.